Entry 1:
Formula: C3H5N3
Source: the Open Molecules 2025 dataset
Level of theory: ωB97M-V with the def2-TZVPD basis set

Geometry (Å):
C 0.780 1.765 0.128
C 0.589 0.330 -0.190
N 0.160 -0.352 -1.064
N -0.136 -1.194 -1.930
N -1.557 -2.442 0.681
C -0.900 -1.822 1.404
H 0.070 2.067 0.906
H 1.784 1.916 0.533
H 0.644 2.416 -0.742
H -1.108 -1.479 -1.776
H -0.280 -1.238 2.055

Its spin multiplicity is 1. The calculation puts the molecular weight at 83.094 g/mol. The value obtained for the largest force on an atom is 0.02592 Eh/bohr. The LUMO energy is 0.6 eV. The HOMO-LUMO gap is 9.18 eV. The calculation puts the relative energy (zero: lowest compared OMol25 entry of this formula, charge and spin) at 362.4 kJ/mol.

---

Entry 2:
Formula: C18H26Cl2N7OOsPSSe
Source: the Open Molecules 2025 dataset
Level of theory: ωB97M-V with the def2-TZVPD basis set

Geometry (Å):
Os -0.986 0.576 -0.266
C 1.455 0.093 -3.163
N 1.726 -1.056 -2.299
C 2.053 -2.275 -3.020
P 2.090 -0.748 -0.730
O 1.030 0.075 -0.051
N 2.287 -2.229 -0.045
C 1.093 -3.079 0.039
C 3.212 -2.423 1.064
N 3.494 0.091 -0.621
C 3.715 1.164 0.335
C 4.656 -0.318 -1.388
H 0.634 -0.145 -3.842
H 2.341 0.351 -3.754
H 1.147 0.955 -2.576
H 1.176 -2.625 -3.568
H 2.369 -3.052 -2.330
H 2.857 -2.096 -3.742
H 0.379 -2.816 -0.740
H 0.595 -2.957 1.005
H 1.380 -4.125 -0.085
H 4.028 -1.705 1.011
H 3.633 -3.429 1.016
H 2.705 -2.307 2.027
H 2.802 1.357 0.891
H 4.006 2.080 -0.188
H 4.512 0.899 1.036
H 4.414 -1.169 -2.023
H 5.478 -0.612 -0.727
H 5.005 0.500 -2.025
Se -1.831 -2.710 3.418
C -1.583 -1.622 2.043
N -1.391 -0.905 1.141
C -3.971 2.093 1.109
C -4.137 1.021 0.083
C -5.372 0.486 -0.257
C -5.410 -0.511 -1.217
N -4.325 -0.987 -1.826
C -3.185 -0.440 -1.455
S -1.594 -0.857 -1.994
N -3.053 0.554 -0.536
H -4.873 2.699 1.174
H -3.124 2.729 0.860
H -3.786 1.644 2.088
H -6.274 0.845 0.216
H -6.354 -0.956 -1.512
Cl -0.465 2.175 1.641
C -0.107 3.535 0.596
C 0.323 4.726 1.137
C 0.630 5.766 0.270
C 0.510 5.584 -1.104
C 0.066 4.381 -1.614
Cl -0.051 4.177 -3.327
C -0.285 3.291 -0.782
N -0.775 2.127 -1.278
H 0.422 4.838 2.208
H 0.964 6.716 0.662
H 0.760 6.383 -1.787

Its spin multiplicity is 1. The calculation puts the molecular weight at 759.591 g/mol. The value obtained for the largest force on an atom is 0.01182 Eh/bohr. The LUMO energy (alpha / beta) is -0.6 / -0.9 eV. The HOMO-LUMO gap (alpha / beta) is 6.20 / 6.07 eV. The calculation puts the relative energy (zero: lowest compared OMol25 entry of this formula, charge and spin) at 19.1 kJ/mol.

---

Entry 3:
Formula: C5H14N2O
Source: the Open Molecules 2025 dataset
Level of theory: ωB97M-V with the def2-TZVPD basis set

Geometry (Å):
C 1.730 1.289 0.407
C 2.390 0.273 -0.520
C 0.699 2.146 -0.308
O 1.032 0.625 1.481
H 1.663 0.074 1.958
H 2.499 1.942 0.842
H 1.636 -0.383 -0.957
H 3.113 -0.339 0.025
H 2.924 0.783 -1.325
H -0.064 1.510 -0.759
H 0.221 2.830 0.394
H 1.174 2.731 -1.097
C -1.834 -1.849 1.218
N -0.682 -1.781 0.591
C -2.142 -0.840 -1.706
N -0.978 -0.884 -1.497
H -0.216 -0.887 0.754
H -2.131 -1.095 1.956
H -2.915 -1.510 0.248
H -2.236 -2.847 1.393
H -3.050 -1.221 -0.612
H -2.832 -0.566 -2.486

Its spin multiplicity is 1. The calculation puts the molecular weight at 118.180 g/mol. The value obtained for the largest force on an atom is 0.02907 Eh/bohr. The LUMO energy is 0.7 eV. The HOMO-LUMO gap is 10.27 eV. The calculation puts the relative energy (zero: lowest compared OMol25 entry of this formula, charge and spin) at 567.5 kJ/mol.

---

Entry 4:
Formula: C2H5NOP2
Source: the Open Molecules 2025 dataset
Level of theory: ωB97M-V with the def2-TZVPD basis set

Geometry (Å):
C 3.190 -0.799 0.203
C 0.498 0.288 0.426
N -1.956 0.090 0.202
O 2.028 -0.037 0.355
P -0.715 -0.875 -0.009
P -3.599 -0.202 0.197
H 3.130 -1.844 -0.029
H 4.077 -0.217 0.345
H 0.433 1.343 0.604
H -3.937 1.163 0.160
H -3.858 -0.372 -1.175

Its spin multiplicity is 1. The calculation puts the molecular weight at 121.016 g/mol. The value obtained for the largest force on an atom is 0.09706 Eh/bohr. The LUMO energy (alpha / beta) is -1.5 / -0.2 eV. The HOMO-LUMO gap (alpha / beta) is 6.17 / 7.93 eV. The calculation puts the relative energy (zero: lowest compared OMol25 entry of this formula, charge and spin) at 468.1 kJ/mol.

---

Entry 5:
Formula: C2H6N2O2S
Source: the Open Molecules 2025 dataset
Level of theory: ωB97M-V with the def2-TZVPD basis set

Geometry (Å):
C -1.296 -2.186 0.674
C -0.096 0.191 -0.078
H -1.979 -1.458 1.225
H -1.682 -3.151 0.399
H -0.421 -2.275 1.320
H -0.255 1.194 -1.905
H 1.698 1.714 -0.087
H 1.717 1.230 2.263
N 0.128 1.250 -0.921
N 0.373 0.121 1.177
O 1.577 1.466 -1.064
O 0.741 1.437 1.501
S -0.799 -1.131 -0.755

Its spin multiplicity is 1. The calculation puts the molecular weight at 122.149 g/mol. The value obtained for the largest force on an atom is 0.13550 Eh/bohr. The LUMO energy is 0.3 eV. The HOMO-LUMO gap is 8.80 eV. The calculation puts the relative energy (zero: lowest compared OMol25 entry of this formula, charge and spin) at 552.4 kJ/mol.

---

Entry 6:
Formula: C3H16O6
Source: the Open Molecules 2025 dataset
Level of theory: ωB97M-V with the def2-TZVPD basis set

Geometry (Å):
C -1.157 -2.448 -0.759
C -1.253 -1.081 -0.273
C -2.193 -0.094 -0.485
O -2.096 1.065 0.152
H -2.171 -2.748 -1.070
H -0.735 -2.637 -1.770
H -0.629 -3.193 -0.173
H -0.408 -0.827 0.373
H -3.089 -0.111 -1.092
H -1.146 1.295 0.204
H 2.398 -1.727 -0.835
H 3.153 -2.035 0.488
O 2.381 -2.265 -0.052
H 0.484 -0.118 -2.862
H 2.013 0.159 -3.004
O 1.330 -0.157 -2.415
H 1.107 3.168 2.122
H 0.294 2.118 2.673
O 1.052 2.197 2.046
H 1.517 2.298 0.329
H 1.659 1.575 -0.996
O 1.677 2.482 -0.629
H -0.892 0.339 2.594
H -2.015 1.615 2.501
O -1.282 1.133 2.931

Its spin multiplicity is 2. The net charge is +1. The calculation puts the molecular weight at 148.155 g/mol. The value obtained for the largest force on an atom is 0.05203 Eh/bohr. The LUMO energy (alpha / beta) is -4.7 / -8.4 eV. The HOMO-LUMO gap (alpha / beta) is 9.14 / 5.44 eV. The calculation puts the relative energy (zero: lowest compared OMol25 entry of this formula, charge and spin) at 68.1 kJ/mol.

---

Entry 7:
Formula: C6H42N4O21S
Source: the Open Molecules 2025 dataset
Level of theory: ωB97M-V with the def2-TZVPD basis set

Geometry (Å):
N 1.079 -1.768 1.580
N -1.533 1.382 -1.860
N -0.780 -2.578 0.457
N -2.123 -1.006 -1.614
O 0.262 -2.908 1.348
S -2.677 0.344 -2.499
C 0.909 0.490 0.768
C 0.256 1.312 -0.201
C 0.503 -0.830 0.890
C -0.810 0.757 -0.956
C -0.577 -1.357 0.150
C -1.211 -0.581 -0.817
H 1.659 0.858 1.360
H 0.448 2.378 -0.304
O 1.202 1.681 4.721
H 0.726 2.544 4.948
H 0.519 1.032 4.351
O -1.284 -3.350 -3.712
H -0.708 -3.821 -3.026
H -2.254 -3.514 -3.475
O 2.610 -4.881 2.354
H 3.210 -5.580 1.936
H 1.759 -5.336 2.656
O -2.728 -5.430 0.042
H -1.994 -5.336 -0.649
H -3.423 -4.717 -0.137
O 1.459 4.581 -1.117
H 1.814 4.456 -0.178
H 2.154 5.085 -1.652
O -0.688 3.672 2.221
H 0.309 3.827 2.146
H -1.015 4.124 3.065
O -2.949 3.303 0.487
H -2.170 3.388 1.127
H -2.790 3.933 -0.289
O 3.608 -3.053 0.535
H 4.551 -3.347 0.316
H 3.271 -3.620 1.302
O -3.066 1.494 -5.857
H -2.252 2.093 -5.894
H -2.750 0.533 -5.857
O 3.705 2.829 0.876
H 3.951 1.870 0.668
H 4.560 3.363 0.959
O 3.760 0.685 -1.484
H 3.625 1.688 -1.488
H 3.686 0.361 -0.528
O 4.052 -0.244 1.137
H 3.743 -1.201 1.025
H 4.421 -0.139 2.073
O -3.705 -1.238 1.523
H -3.764 -0.722 2.391
H -3.221 -2.108 1.705
O -4.424 0.892 -0.099
H -3.830 1.665 0.173
H -4.147 0.078 0.434
O 0.239 3.958 -3.450
H 0.551 4.137 -2.504
H -0.030 2.985 -3.514
O 1.654 -2.595 -1.648
H 0.720 -2.555 -1.261
H 2.302 -2.767 -0.890
O 1.839 4.417 2.028
H 2.139 4.767 2.929
H 2.622 3.943 1.598
O -0.369 -0.966 -4.778
H 0.358 -0.574 -4.192
H -0.738 -1.786 -4.315
O -0.539 -0.494 4.457
H -0.992 -0.558 3.554
H -1.166 -0.876 5.152
O -4.371 -3.316 -0.624
H -3.846 -2.511 -0.307
H -5.313 -3.242 -0.261

Its spin multiplicity is 1. The calculation puts the molecular weight at 538.476 g/mol. The value obtained for the largest force on an atom is 0.11115 Eh/bohr. The LUMO energy is -0.9 eV. The HOMO-LUMO gap is 8.08 eV.

---

> Number 4 is which compound?

C2H5NOP2